Entry 1:
{
  "formula": "C38H50N5O6PS2Zr",
  "method": "wB97M-V/def2-TZVPD",
  "energy_ha": -3387.85384,
  "charge": 2,
  "orbital_gap_ev": 6.75,
  "e_above_lowest_kj_mol": 105.1,
  "lumo_energy_ev": -5.77,
  "species": ["Zr", "O", "C", "O", "C", "C", "C", "C", "C", "N", "C", "O", "O", "H", "H", "H", "H", "H", "C", "C", "P", "C", "C", "C", "C", "H", "H", "H", "H", "H", "H", "H", "H", "H", "H", "H", "H", "H", "H", "H", "C", "C", "C", "C", "C", "C", "C", "C", "C", "C", "O", "O", "H", "H", "H", "H", "H", "H", "H", "H", "H", "H", "H", "S", "C", "N", "C", "C", "C", "N", "H", "H", "H", "H", "H", "H", "H", "H", "S", "C", "C", "C", "C", "C", "C", "H", "H", "H", "H", "H", "N", "C", "C", "C", "N", "C", "C", "H", "H", "H", "H", "H", "H"],
  "xyz": [[-0.089910, -0.198628, 0.202679], [-2.112357, -0.953498, 4.127555], [-1.323573, -0.937218, 3.081194], [-0.993829, 0.096983, 2.488894], [-0.823830, -2.241576, 2.604675], [-1.120761, -3.499955, 3.112700], [-0.561289, -4.605229, 2.475259], [0.247611, -4.425336, 1.364232], [0.492406, -3.118899, 0.931808], [-0.007842, -2.068078, 1.557411], [1.410905, -2.688122, -0.205522], [1.409438, -3.559517, -1.273516], [1.181744, -1.438181, -0.597002], [-2.424095, -0.072216, 4.397756], [-1.762048, -3.613959, 3.970870], [-0.763598, -5.600350, 2.844308], [0.684610, -5.267708, 0.846073], [1.897644, -4.375440, -1.098517], [0.869317, 3.074019, 1.875430], [1.514849, 2.084502, 2.835561], [1.900332, 0.489944, 1.959597], [3.480806, 0.907356, 1.075172], [4.681636, 1.355607, 1.898693], [2.476678, -0.586686, 3.375004], [2.863519, 0.110200, 4.677434], [0.553213, 3.970312, 2.406597], [0.001746, 2.605436, 1.400496], [1.569446, 3.379329, 1.099140], [0.817070, 1.851559, 3.643707], [2.418221, 2.510919, 3.272775], [3.228597, 1.685351, 0.347791], [3.756257, 0.005249, 0.520408], [4.499696, 2.301037, 2.401024], [5.522706, 1.501401, 1.225498], [4.978322, 0.611306, 2.631149], [3.329599, -1.151763, 2.993670], [1.685435, -1.317141, 3.571033], [3.585062, 0.903046, 4.507601], [3.320996, -0.616058, 5.346274], [1.999961, 0.530279, 5.186559], [-5.554731, -2.862934, -5.255584], [-4.633002, -2.373031, -4.187653], [-3.984928, -3.249066, -3.325086], [-3.117431, -2.794891, -2.344968], [-2.416073, -3.775461, -1.452451], [-2.873818, -1.415083, -2.247904], [-3.512996, -0.510581, -3.115262], [-3.296180, 0.968192, -3.019698], [-4.394551, -1.008555, -4.055516], [-1.885834, -0.922413, -1.289306], [-1.800688, -1.341375, -0.084674], [-1.039519, -0.030876, -1.615457], [-5.706178, -3.936905, -5.185694], [-5.138828, -2.628872, -6.236373], [-6.518449, -2.359988, -5.181271], [-4.157154, -4.311138, -3.423625], [-2.602513, -4.789834, -1.794310], [-2.777059, -3.681201, -0.428033], [-1.338776, -3.597516, -1.448314], [-3.317483, 1.296034, -1.982868], [-4.065856, 1.490560, -3.579237], [-2.324958, 1.240345, -3.429064], [-4.903064, -0.320678, -4.715972], [-2.414729, 1.471214, 0.495580], [-2.977880, 2.841045, 1.334500], [-3.925928, 3.596291, 0.786776], [-4.526747, 4.761378, 1.410332], [-4.315163, 4.708466, 2.918676], [-2.848711, 4.398084, 3.204160], [-2.498613, 3.155369, 2.541607], [-4.268026, 3.310481, -0.119223], [-5.592838, 4.770696, 1.176620], [-4.078254, 5.668198, 0.988219], [-4.942387, 3.925948, 3.347543], [-4.594337, 5.661052, 3.366199], [-2.675192, 4.288943, 4.274394], [-2.211513, 5.206250, 2.826968], [-1.741018, 2.592482, 2.895710], [3.049824, -2.757292, 0.782401], [4.355814, -2.610509, -0.421642], [4.119604, -2.360152, -1.763079], [5.199089, -2.326983, -2.631161], [6.489145, -2.510859, -2.165304], [6.713455, -2.728971, -0.814981], [5.647737, -2.785370, 0.061792], [3.117655, -2.207854, -2.138960], [5.019859, -2.170474, -3.682818], [7.319297, -2.488280, -2.851108], [7.715530, -2.862324, -0.441444], [5.805739, -2.967948, 1.113273], [1.631362, 3.572645, -4.552060], [1.370838, 2.933932, -3.406323], [0.383978, 3.383910, -2.506327], [0.157947, 2.693791, -1.340946], [0.842479, 1.598194, -0.950643], [1.785548, 1.167648, -1.815547], [2.077035, 1.781381, -3.008290], [1.112572, 4.395739, -4.808758], [2.285630, 3.197094, -5.215960], [-0.197010, 4.262976, -2.742424], [-0.621431, 3.044327, -0.670259], [2.345911, 0.288096, -1.518357], [2.849106, 1.378378, -3.642287]],
  "atomic_forces_ev_per_a": [[0.5, 1.8, 2.2], [0.0, -0.3, 0.2], [0.0, 1.0, -0.1], [0.0, -0.9, 0.6], [0.1, -0.6, 0.1], [0.1, 0.6, -0.2], [0.2, 0.0, -0.3], [-0.1, 0.3, 0.1], [-0.1, 0.0, 0.1], [-0.2, -0.6, 0.1], [1.9, -1.7, 1.2], [-0.4, 0.0, -0.5], [-0.3, 0.1, -0.7], [0.2, -0.1, -0.3], [-0.1, 0.0, 0.1], [0.0, 0.0, 0.0], [0.0, 0.0, 0.0], [0.1, 0.2, 0.1], [0.1, 0.0, 0.1], [-0.2, -0.3, -0.4], [1.6, 0.9, 1.1], [-0.3, -0.1, 0.0], [-0.2, 0.0, -0.1], [-0.2, -0.1, -0.2], [-0.1, 0.0, -0.2], [-0.1, 0.1, 0.0], [0.0, 0.3, 0.0], [-0.1, 0.0, -0.1], [0.1, 0.0, 0.1], [0.0, -0.2, 0.1], [0.0, -0.1, 0.0], [-0.1, 0.1, -0.1], [0.0, 0.1, 0.1], [0.1, 0.0, 0.0], [0.0, -0.1, 0.1], [-0.2, 0.0, 0.0], [0.1, 0.0, 0.0], [0.1, 0.1, 0.1], [0.0, 0.0, 0.0], [0.0, 0.1, 0.1], [0.0, 0.0, 0.0], [0.1, 0.1, 0.1], [0.0, 0.1, 0.0], [0.0, 0.2, 0.1], [0.0, -0.1, 0.1], [-0.1, -0.2, -0.1], [0.1, 0.0, 0.0], [0.0, 0.1, -0.1], [0.1, -0.1, 0.1], [-1.2, -0.3, -1.1], [-0.6, -0.7, 0.1], [-0.4, 0.2, -1.1], [-0.1, 0.0, -0.1], [0.0, 0.0, 0.0], [-0.1, 0.0, 0.0], [0.0, -0.1, 0.0], [0.0, -0.1, 0.0], [0.0, -0.1, 0.0], [0.0, -0.1, 0.0], [0.0, 0.1, -0.1], [-0.1, 0.1, -0.1], [0.1, 0.1, 0.0], [-0.1, 0.1, 0.0], [-0.8, 0.3, -0.6], [0.4, -0.3, 0.1], [0.0, -0.2, -0.1], [-0.2, 0.4, 0.3], [0.2, 0.0, -0.2], [-0.2, 0.4, 0.1], [0.0, 0.0, -0.1], [0.2, -0.1, 0.1], [0.1, 0.0, 0.0], [-0.1, -0.1, 0.1], [0.0, 0.0, 0.1], [0.0, 0.0, 0.0], [0.0, 0.0, -0.1], [0.0, 0.0, 0.1], [-0.1, 0.0, -0.2], [-0.1, -0.3, -0.3], [-0.4, 0.0, 0.2], [0.0, 0.1, -0.1], [0.0, 0.0, -0.1], [0.0, 0.0, 0.0], [0.0, 0.1, 0.0], [-0.2, 0.0, 0.0], [0.1, 0.0, 0.0], [0.0, 0.1, -0.2], [0.1, 0.0, -0.1], [0.1, 0.0, 0.0], [0.1, -0.1, 0.1], [-0.1, 0.1, -0.1], [0.0, -0.3, 0.5], [0.1, -0.2, 0.1], [-0.1, 0.5, 0.0], [0.1, 0.0, -0.4], [0.4, 0.2, -0.3], [-0.1, 0.0, 0.1], [0.1, -0.1, -0.1], [0.0, 0.1, 0.0], [-0.1, 0.0, 0.1], [0.1, -0.1, -0.1], [-0.1, 0.1, -0.1], [0.1, -0.1, 0.0]]
}

=====

Entry 2:
{
  "formula": "C2H3ClF2N2S",
  "method": "wB97M-V/def2-TZVPD",
  "energy_ha": -1245.61237,
  "charge": 0,
  "orbital_gap_ev": 10.21,
  "e_above_lowest_kj_mol": 0.0,
  "lumo_energy_ev": 0.52,
  "smiles": "[H]/N=C(\\NS)C(F)(F)Cl",
  "species": ["C", "C", "H", "H", "H", "N", "N", "F", "F", "S", "Cl"],
  "xyz": [[0.296291, 0.566880, -0.092050], [-1.100712, 0.055735, 0.389731], [3.141696, -1.216962, -0.894110], [0.913629, -1.194217, 0.694368], [1.390365, 1.894408, -0.933333], [1.239547, -0.424629, 0.116511], [0.444604, 1.679486, -0.585395], [-1.065033, -0.769693, 1.444866], [-1.813442, 1.129787, 0.738282], [2.913583, -0.238313, -0.003045], [-1.948192, -0.672397, -0.998261]],
  "atomic_forces_ev_per_a": [[0.5, -2.5, 1.1], [-0.1, 1.7, -1.0], [0.0, 0.1, -0.2], [0.3, 0.3, -0.1], [-0.5, -0.3, 0.4], [-0.3, -1.0, 0.5], [0.0, 2.2, -1.1], [0.2, -0.2, -0.3], [-0.2, 0.0, 0.4], [0.0, 0.1, 0.1], [0.2, -0.4, 0.3]]
}

=====

Entry 3:
{
  "formula": "C6H6S",
  "method": "wB97M-V/def2-TZVPD",
  "energy_ha": -630.30102,
  "charge": 0,
  "orbital_gap_ev": 7.74,
  "e_above_lowest_kj_mol": 293.5,
  "lumo_energy_ev": -0.92,
  "smiles": "C=CC(=S)C#CC",
  "species": ["C", "C", "C", "C", "C", "C", "H", "H", "H", "H", "H", "H", "S"],
  "xyz": [[2.493619, -0.943635, -0.008173], [1.042674, -1.070807, -0.023200], [-0.136017, -0.786422, -0.024998], [-1.540660, -0.619872, -0.028732], [-1.956885, 0.798390, -0.043170], [-1.190295, 1.819941, 0.024491], [2.638188, 0.124688, -0.005113], [2.970795, -1.362786, 0.914799], [2.971448, -1.451398, -0.857909], [-3.049747, 0.905645, -0.057298], [-0.149946, 1.711829, 0.132111], [-1.611135, 2.825268, -0.034236], [-2.482037, -1.950835, 0.011433]],
  "atomic_forces_ev_per_a": [[0.3, -0.9, 0.7], [-0.8, 0.6, 0.1], [1.3, -1.0, -0.1], [0.5, 0.1, 0.2], [-3.6, -3.0, 0.0], [0.8, 2.8, 0.0], [0.7, 0.3, -0.2], [-0.6, 0.3, -0.7], [-0.2, 0.4, 0.1], [0.4, 0.1, -0.2], [1.3, 0.0, 0.0], [0.2, -0.3, 0.2], [-0.3, 0.5, -0.1]]
}

=====

| no. | highest occupied orbital energy (eV) |
| --- | --- |
| 1 | -12.524 |
| 2 | -9.688 |
| 3 | -8.667 |